Entry 1:
25
Properties=species:S:1:pos:R:3 method="wB97M-V/def2-TZVPD" e_above_lowest_ev=1.1869 charge=0 smiles=CN(C)C.O.O.O.O
C -2.068 -1.848 0.185
N -0.735 -1.309 -0.064
C -0.685 0.054 0.506
C 0.311 -2.171 0.487
H -2.789 -1.162 -0.278
H -2.350 -1.809 1.245
H -2.201 -2.812 -0.284
H -1.178 0.653 -0.253
H -1.326 0.104 1.389
H 0.330 0.384 0.625
H 0.780 -1.702 1.374
H 1.206 -2.180 -0.143
H -0.078 -3.137 0.793
O 1.808 1.249 2.921
H 1.296 0.505 2.577
H 1.774 1.027 3.861
O 2.249 2.150 -0.536
H 1.816 2.341 0.303
H 3.133 1.850 -0.309
O -0.576 -1.160 -3.046
H -0.906 -1.483 -2.193
H -0.502 -0.205 -2.978
O 0.263 3.747 -2.373
H 0.750 2.945 -2.167
H -0.320 3.970 -1.643

---

Entry 2:
9
Properties=species:S:1:pos:R:3 method="wB97M-V/def2-TZVPD" e_above_lowest_ev=3.5598 charge=0
C -1.246 -0.552 -0.268
N -1.226 0.616 0.501
N 0.141 -0.106 -0.611
S 2.739 0.587 -0.082
S 1.336 -0.808 0.269
H -1.460 -1.519 0.397
H -1.718 -0.469 -1.264
H -1.547 1.362 -0.108
H 2.980 0.889 1.167

---

Entry 3:
24
Properties=species:S:1:pos:R:3 method="wB97M-V/def2-TZVPD" e_above_lowest_ev=0.9763 charge=0 smiles=CC(C)CCO.O.O
C 1.644 0.948 1.385
C 1.122 -0.249 0.622
C 2.125 -1.430 0.767
C 0.904 0.103 -0.849
C -0.028 -0.906 -1.543
O -1.336 -0.361 -1.795
H 1.120 1.885 1.253
H 1.584 0.751 2.463
H 2.709 1.122 1.211
H 0.202 -0.621 1.072
H 3.121 -0.991 0.678
H 2.070 -2.054 -0.129
H 1.943 -2.011 1.663
H 0.477 1.113 -0.909
H 1.770 0.267 -1.497
H 0.343 -1.334 -2.474
H -0.273 -1.732 -0.871
H -1.280 0.579 -1.989
O -2.839 -1.109 0.289
H -2.838 -0.186 0.027
H -1.920 -1.275 0.508
O -1.173 2.480 0.911
H -0.468 2.901 1.397
H -1.190 2.444 -0.041

---

Entry 4:
21
Properties=species:S:1:pos:R:3 method="wB97M-V/def2-TZVPD" e_above_lowest_ev=2.8429 charge=0 smiles="C/C=C/S(=O)(=O)O.C=NC"
C -2.271 1.327 0.424
C -1.034 1.059 -0.478
C -0.870 -0.021 -1.269
S 0.570 -0.061 -2.281
O 1.120 -1.373 -2.159
O 0.338 0.472 -3.555
O 1.577 0.930 -1.428
H -1.860 1.652 1.348
H -2.859 0.473 0.547
H -2.793 2.299 0.179
H -0.274 1.809 -0.419
H -1.710 -0.712 -1.463
H 1.667 0.585 -0.460
C 0.675 0.105 1.887
N 1.034 -0.510 0.833
C 1.313 -1.885 0.883
H 0.523 -0.397 2.972
H 0.542 1.104 1.906
H 0.654 -2.318 0.224
H 2.254 -2.040 0.450
H 1.403 -2.497 1.858

---

Entry 5:
52
Properties=species:S:1:pos:R:3 method="wB97M-V/def2-TZVPD" e_above_lowest_ev=1.4574 charge=0 smiles="COc1ccc(CCNC(=O)COC(=O)Cn2cnc3ccccc32)cc1OC"
C -1.280 -4.022 -0.279
O -0.970 -2.938 0.558
C -1.827 -1.877 0.581
C -3.013 -1.792 -0.123
C -3.774 -0.630 -0.080
C -3.381 0.444 0.693
C -4.087 1.769 0.596
C -3.208 2.739 -0.221
N -2.661 2.075 -1.388
C -1.436 1.511 -1.347
O -0.601 1.758 -0.506
C -1.142 0.506 -2.473
O -0.375 -0.542 -1.902
C 0.952 -0.335 -1.827
O 1.543 0.505 -2.440
C 1.578 -1.354 -0.883
N 2.952 -1.054 -0.620
C 4.037 -1.844 -0.855
N 5.164 -1.326 -0.482
C 4.840 -0.094 0.034
C 5.649 0.895 0.583
C 5.035 2.047 1.028
C 3.653 2.229 0.927
C 2.830 1.262 0.386
C 3.441 0.097 -0.050
C -2.219 0.339 1.454
C -1.426 -0.790 1.389
O -0.231 -0.944 2.023
C 0.271 0.145 2.765
H -0.461 -4.730 -0.159
H -2.217 -4.506 0.015
H -1.344 -3.712 -1.328
H -3.346 -2.612 -0.738
H -4.678 -0.574 -0.669
H -4.262 2.200 1.583
H -5.051 1.640 0.100
H -3.782 3.613 -0.537
H -2.353 3.065 0.373
H -3.331 1.729 -2.057
H -2.049 0.053 -2.873
H -0.566 0.999 -3.265
H 0.996 -1.363 0.047
H 1.502 -2.346 -1.336
H 3.942 -2.816 -1.303
H 6.716 0.756 0.649
H 5.634 2.836 1.459
H 3.220 3.154 1.277
H 1.769 1.419 0.281
H -1.919 1.178 2.060
H 1.266 -0.155 3.091
H 0.348 1.043 2.147
H -0.352 0.352 3.641

---

Entry 6:
89
Properties=species:S:1:pos:R:3 method="wB97M-V/def2-TZVPD" energy_ha=-5171.682097 charge=-2
C 3.445 4.084 -0.779
C 4.366 3.671 0.460
C 4.468 2.101 0.681
C 4.390 1.674 2.234
C 3.468 1.265 -0.216
C 2.027 1.309 0.175
C 1.462 2.161 1.356
C 1.296 1.439 2.743
C 0.783 -0.053 2.744
I -0.216 2.617 3.851
C 1.008 0.544 -0.618
C 1.522 -0.285 -1.732
C 2.947 -0.357 -2.123
C 3.256 -1.326 -3.299
C 4.569 -2.220 -3.124
F 3.143 -0.753 -4.594
C 3.947 0.479 -1.388
P 5.748 0.521 -1.930
N 5.890 0.485 -3.505
O 6.530 -0.733 -1.166
O 6.495 2.003 -1.571
S 0.214 -1.202 -2.627
C -0.970 -1.584 -1.313
C -1.683 -2.852 -1.387
C -1.419 -3.897 -2.520
O -2.369 -3.779 -3.588
O -2.121 -4.735 -4.559
C -2.701 -3.142 -0.340
P -3.605 -4.775 -0.531
O -3.272 -5.586 0.937
Cl -5.672 -4.392 -0.633
C -2.955 -2.148 0.733
C -4.078 -2.459 1.793
C -3.541 -2.438 3.285
O -4.331 -2.186 4.132
I -1.468 -2.872 3.763
C -2.184 -0.880 0.758
C -2.458 0.214 1.837
C -3.685 1.125 1.379
O -4.919 0.463 1.512
C -3.772 2.483 2.183
F -5.013 3.024 1.919
F -2.851 3.413 1.723
F -3.732 2.287 3.545
C -1.148 -0.562 -0.262
N -0.394 0.676 -0.262
C -1.074 1.810 -0.948
C -1.779 1.449 -2.298
O -2.875 1.035 -2.378
F -0.979 1.612 -3.444
H 3.805 3.627 -1.740
H 3.531 5.203 -0.906
H 2.362 3.867 -0.603
H 3.965 4.187 1.381
H 5.380 4.097 0.231
H 5.542 1.829 0.462
H 3.811 2.485 2.744
H 3.916 0.665 2.288
H 5.421 1.691 2.692
H 2.103 3.076 1.528
H 0.457 2.585 1.069
H 2.180 1.491 3.426
H 1.479 -0.654 3.407
H -0.209 -0.107 3.270
H 0.771 -0.576 1.758
H 2.463 -2.133 -3.292
H 4.803 -2.221 -2.032
H 5.405 -1.903 -3.788
H 4.350 -3.298 -3.391
H 4.961 0.477 -3.935
H 7.356 -0.339 -0.806
H 5.792 2.682 -1.566
H -0.365 -3.798 -2.927
H -1.493 -4.960 -2.140
H -1.312 -5.233 -4.327
H -2.941 -4.873 1.524
H -4.508 -3.497 1.660
H -4.968 -1.766 1.661
H -2.576 -0.176 2.878
H -1.559 0.885 1.837
H -3.595 1.418 0.290
H -5.322 0.600 2.400
H -0.286 2.606 -1.103
H -1.787 2.255 -0.195
O -7.538 0.379 2.227
S -8.531 0.216 1.126
O -9.740 1.023 1.426
O -8.903 -1.220 1.009
O -7.926 0.678 -0.151

---

Number 1: molar mass 131.17 u. Number 2: molar mass 108.19 u. Number 3: molar mass 124.18 u. Number 4: molar mass 165.21 u. Number 5: molar mass 397.43 u. Number 6: molar mass 1112.93 u.